This record from the OMol25 dataset describes C22H35GaO3 as an isolated structure at a distorted geometry. The level of theory is wB97M-V/def2-TZVPD.

## Properties
Gap between HOMO and LUMO (spin up / spin down)   6.803 / 4.724 eV
M   417.2 g mol⁻¹

ORCA input file:
```
! RIJCOSX wB97M-V def2-TZVPD def2/J DEFGRID3
* xyz 0 1
O 0.766 0.647 -4.767
C -0.499 0.531 -5.539
C 0.132 0.762 -6.879
H -1.297 1.213 -5.228
H -0.840 -0.498 -5.552
C 1.466 0.658 -6.129
H -0.122 1.719 -7.316
H 0.089 -0.055 -7.603
C 2.454 1.754 -6.478
H 2.015 2.691 -6.809
H 3.068 1.403 -7.311
H 3.097 2.023 -5.648
C 2.157 -0.665 -6.478
H 1.592 -1.409 -7.067
H 2.564 -1.193 -5.607
H 2.951 -0.396 -7.177
Ga -0.189 1.047 -2.526
C 1.124 -1.572 1.133
C -0.098 -0.986 0.735
C -0.511 -1.566 -0.489
H -0.656 -0.275 1.329
C 0.479 -2.517 -0.864
C 1.463 -2.569 0.168
H 2.333 -3.230 0.237
H 1.665 -1.296 2.047
H -1.403 -1.302 -1.045
H 0.422 -3.119 -1.769
C 2.055 1.869 0.285
C 2.858 0.738 -0.056
C 2.805 0.548 -1.435
H 3.414 0.162 0.689
C 1.987 1.605 -2.022
C 1.515 2.409 -0.905
H 0.926 3.329 -0.947
H 1.935 2.263 1.315
H 3.346 -0.229 -1.963
H 2.113 1.957 -3.042
O -1.258 -1.534 -3.593
C -0.690 -2.491 -4.507
C -1.877 -3.276 -5.093
H -0.028 -3.212 -3.998
H -0.038 -1.997 -5.262
C -3.127 -2.402 -4.866
H -1.891 -4.205 -4.506
H -1.819 -3.563 -6.145
C -2.745 -1.489 -3.664
H -3.993 -3.061 -4.668
H -3.276 -1.715 -5.735
H -2.980 -1.934 -2.684
H -3.076 -0.422 -3.750
C -1.762 1.993 0.439
C -2.627 1.351 -0.608
C -3.978 2.117 -0.689
O -1.979 1.349 -1.891
H -1.463 2.970 0.051
H -0.866 1.407 0.632
H -2.336 2.104 1.366
H -2.881 0.319 -0.303
H -3.806 3.182 -0.958
H -4.716 1.698 -1.405
H -4.438 2.106 0.323
*
```



This record from the OMol25 dataset describes CH4N2Si as an isolated structure at a distorted geometry. The level of theory is wB97M-V/def2-TZVPD.

## Properties
Gap between HOMO and LUMO   8.590 eV
M   72.1 g mol⁻¹

ORCA input file:
```
! RIJCOSX wB97M-V def2-TZVPD def2/J DEFGRID3
* xyz 0 1
C 0.465 -1.011 -0.159
N -0.805 -0.568 0.286
N 0.548 0.025 0.701
Si -0.647 1.148 0.070
H 0.851 -1.997 0.170
H 0.656 -1.083 -1.352
H -0.181 1.590 -1.168
H -0.886 1.895 1.453
*
```



This record from the OMol25 dataset describes C24H50BiN2OPSSbSe4Si2 as an isolated structure. The level of theory is wB97M-V/def2-TZVPD.

## Properties
Gap between HOMO and LUMO   6.937 eV
M   1148.5 g mol⁻¹

ORCA input file:
```
! RIJCOSX wB97M-V def2-TZVPD def2/J DEFGRID3
* xyz -1 1
Bi 1.260 0.100 0.090
O 3.638 0.264 1.185
N 3.795 0.231 2.477
C 5.060 0.281 2.958
C 5.323 0.256 4.300
C 4.255 0.174 5.192
C 2.976 0.124 4.694
C 2.723 0.159 3.316
S 1.102 0.142 2.726
H 5.807 0.351 2.183
H 6.348 0.307 4.637
H 4.425 0.155 6.259
H 2.120 0.068 5.351
Se 3.106 6.806 -1.596
Sb 2.052 5.799 0.290
Se -0.087 6.482 1.110
Se 3.673 4.894 2.078
Se 2.590 3.339 0.583
C 2.932 -4.298 -1.847
Si 2.951 -2.533 -1.189
C 4.708 -2.218 -0.617
C 2.597 -1.432 -2.677
C 1.724 -2.171 0.174
Si 0.246 -3.289 0.384
C -0.781 -2.791 1.868
C 0.763 -5.062 0.774
C -0.741 -3.346 -1.210
H 3.653 -4.365 -2.666
H 1.958 -4.601 -2.233
H 3.233 -5.016 -1.083
H 5.426 -2.640 -1.325
H 4.888 -2.677 0.359
H 4.893 -1.148 -0.514
H 3.214 -1.730 -3.528
H 2.816 -0.380 -2.476
H 1.550 -1.506 -2.988
H 2.266 -2.205 1.128
H -0.185 -2.923 2.775
H -1.673 -3.417 1.956
H -1.090 -1.747 1.812
H 1.391 -5.093 1.668
H 1.304 -5.545 -0.039
H -0.130 -5.658 0.980
H -0.842 -2.339 -1.617
H -1.745 -3.750 -1.061
H -0.236 -3.974 -1.948
C -3.480 3.253 0.460
C -2.569 2.077 0.834
C -1.350 2.644 1.574
C -3.293 1.182 1.855
P -1.986 0.980 -0.583
N -0.852 0.001 -0.118
C -1.486 2.093 -2.029
C -0.581 3.210 -1.485
C -2.637 2.759 -2.794
C -0.631 1.299 -3.034
C -3.457 -0.079 -1.145
C -4.788 0.654 -1.340
C -3.106 -0.761 -2.477
C -3.665 -1.207 -0.120
H -3.844 3.704 1.388
H -4.349 2.964 -0.127
H -2.940 4.035 -0.073
H -1.705 3.133 2.485
H -0.799 3.399 1.021
H -0.664 1.858 1.874
H -3.407 1.754 2.779
H -2.712 0.288 2.085
H -4.288 0.883 1.532
H -1.119 3.963 -0.912
H -0.109 3.721 -2.328
H 0.218 2.820 -0.854
H -3.299 3.330 -2.146
H -3.236 2.047 -3.360
H -2.204 3.461 -3.512
H 0.134 0.699 -2.541
H -0.120 2.013 -3.685
H -1.216 0.636 -3.666
H -4.730 1.453 -2.079
H -5.177 1.073 -0.414
H -5.525 -0.072 -1.698
H -3.136 -0.071 -3.318
H -3.848 -1.541 -2.669
H -2.127 -1.236 -2.445
H -4.217 -0.876 0.757
H -2.713 -1.616 0.206
H -4.244 -2.005 -0.593
*
```



This record from the OMol25 dataset describes CH4NO3Sn2 as an isolated structure at a distorted geometry. The level of theory is wB97M-V/def2-TZVPD.

## Properties
Gap between HOMO and LUMO   4.971 eV
M   315.5 g mol⁻¹

ORCA input file:
```
! RIJCOSX wB97M-V def2-TZVPD def2/J DEFGRID3
* xyz 3 1
Sn 0.381 -1.886 -2.782
Sn -3.436 -4.007 -0.341
O -2.329 -1.559 -1.580
H -2.033 -0.669 -1.308
C 1.617 1.330 1.110
N 0.340 0.862 0.560
O 0.344 0.323 -0.514
O -0.698 1.200 1.175
H 2.140 1.928 0.364
H 2.133 0.415 1.401
H 1.542 2.062 1.915
*
```



This record from the OMol25 dataset describes C28H36BiCl2NO2P2S3 as an isolated structure. The level of theory is wB97M-V/def2-TZVPD.

## Properties
Gap between HOMO and LUMO   8.339 eV
M   856.6 g mol⁻¹

ORCA input file:
```
! RIJCOSX wB97M-V def2-TZVPD def2/J DEFGRID3
* xyz 2 1
Bi 1.070 -0.097 -0.640
O 1.267 0.321 1.711
S 1.981 -0.234 2.950
C 1.376 -1.925 3.129
C -0.029 -2.004 3.714
C -1.159 -1.470 2.826
C -1.425 -2.371 1.628
S -2.275 -1.553 0.251
O -1.372 -0.370 -0.099
C -3.714 -0.890 1.047
C -4.877 -1.643 0.952
C -6.028 -1.181 1.573
C -6.009 0.027 2.255
C -4.843 0.781 2.323
C -3.685 0.323 1.719
C 3.653 -0.571 2.478
C 4.644 -0.012 3.272
C 5.975 -0.244 2.952
C 6.295 -1.002 1.837
C 5.292 -1.543 1.036
C 3.965 -1.337 1.358
H 2.094 -2.401 3.801
H 1.463 -2.403 2.151
H -0.045 -1.473 4.668
H -0.218 -3.054 3.951
H -0.913 -0.467 2.474
H -2.067 -1.394 3.424
H -2.019 -3.251 1.884
H -0.500 -2.729 1.168
H -4.886 -2.573 0.396
H -6.941 -1.758 1.511
H -6.910 0.390 2.730
H -4.840 1.725 2.851
H -2.767 0.891 1.766
H 4.381 0.592 4.131
H 6.757 0.178 3.567
H 7.332 -1.171 1.581
H 5.554 -2.126 0.163
H 3.184 -1.772 0.742
Cl 2.983 -2.224 -2.626
C 2.378 -3.824 -2.167
Cl 0.953 -3.719 -1.105
H 3.158 -4.347 -1.626
H 2.085 -4.360 -3.063
C -0.471 2.950 0.901
P 0.085 2.353 -0.707
C 1.323 3.526 -1.300
C -1.283 2.392 -1.884
C -2.310 3.315 -1.712
C -3.323 3.417 -2.653
C -3.312 2.602 -3.775
C -2.295 1.675 -3.949
C -1.276 1.554 -3.010
P 0.010 0.274 -3.206
C 1.003 0.717 -4.657
C -0.891 -1.232 -3.671
H -1.378 2.419 1.183
H -0.661 4.023 0.875
H 0.310 2.740 1.630
H 0.846 4.489 -1.486
H 1.782 3.159 -2.217
H 2.106 3.642 -0.549
H -2.328 3.965 -0.847
H -4.117 4.137 -2.511
H -4.097 2.685 -4.514
H -2.307 1.038 -4.825
H 1.514 1.663 -4.483
H 0.375 0.806 -5.543
H 1.752 -0.058 -4.823
H -1.439 -1.107 -4.605
H -1.590 -1.492 -2.876
H -0.175 -2.044 -3.792
S 5.008 2.321 0.068
C 3.849 1.480 -0.591
N 2.975 0.859 -1.115
*
```



This record from the OMol25 dataset describes a 14-piece molecular cluster, H30NO13 overall at a distorted geometry. The level of theory is wB97M-V/def2-TZVPD.

## Properties
Gap between HOMO and LUMO   9.074 eV
M   252.2 g mol⁻¹

ORCA input file:
```
! RIJCOSX wB97M-V def2-TZVPD def2/J DEFGRID3
* xyz 1 1
N -6.052 1.179 -3.393
H -6.165 2.116 -3.374
H -6.933 0.730 -3.461
H -5.535 0.833 -2.610
H -5.515 0.833 -4.143
O -5.791 0.240 -6.664
H -6.127 0.382 -7.532
H -5.207 -0.557 -6.798
O -8.719 3.492 -4.750
H -9.235 4.221 -5.090
H -7.817 3.741 -4.806
O -6.098 5.193 -2.004
H -5.297 5.646 -1.842
H -5.862 4.733 -2.773
O -7.794 -0.759 -5.066
H -8.248 -1.562 -5.229
H -7.132 -0.574 -5.730
O -6.029 2.495 -0.429
H -5.252 2.128 -0.018
H -6.685 1.883 -0.214
O -6.099 3.977 -5.120
H -5.228 3.868 -5.458
H -6.234 4.918 -5.102
O -6.968 -2.516 -2.986
H -6.061 -2.353 -3.209
H -7.298 -1.980 -3.656
O -10.138 0.434 -2.485
H -9.637 -0.416 -2.466
H -9.461 0.999 -2.266
O -3.952 -0.038 -0.627
H -3.776 -0.040 0.296
H -3.238 -0.405 -1.100
O -3.559 3.007 -3.613
H -3.435 2.460 -4.354
H -3.374 3.844 -3.972
O -4.475 -1.302 -3.751
H -3.974 -1.865 -4.389
H -3.779 -0.931 -3.219
O -8.373 2.481 -2.125
H -8.190 3.175 -1.536
H -8.718 2.996 -2.826
O -7.142 -0.321 -0.860
H -7.055 -1.165 -1.337
H -6.825 -0.496 0.029
*
```



This record from the OMol25 dataset describes C11H22CaF6N3O21S6 as an isolated structure at a distorted geometry. The level of theory is wB97M-V/def2-TZVPD.

## Properties
Gap between HOMO and LUMO (spin up / spin down)   2.452 / 7.283 eV
M   878.8 g mol⁻¹

ORCA input file:
```
! RIJCOSX wB97M-V def2-TZVPD def2/J DEFGRID3
* xyz -2 2
Ca -0.501 -0.218 0.444
N -2.343 -3.476 -3.056
S -1.892 -3.696 -1.634
O -1.246 -2.585 -0.965
O -1.532 -5.067 -1.301
F -3.321 -3.502 -0.951
S -0.913 -4.295 -3.784
O -0.977 -5.713 -4.010
O 0.370 -3.673 -3.385
F -1.006 -3.666 -5.259
N 0.712 -1.315 1.864
S 2.224 -0.979 2.735
O 3.406 -1.677 2.226
O 2.098 -0.701 4.141
F 2.447 0.471 2.091
S 0.555 -2.600 2.651
O -0.307 -2.499 3.879
O 1.554 -3.588 2.513
F -0.484 -3.186 1.592
N -2.653 -0.140 0.094
S -3.286 0.330 -1.416
O -4.104 1.571 -1.517
O -3.502 -0.760 -2.371
F -1.758 0.769 -1.870
S -4.074 -0.282 0.704
O -5.045 -1.194 0.092
O -4.620 0.883 1.335
F -3.588 -1.157 2.003
C 2.618 2.959 -1.343
O 1.439 3.699 -1.247
C 0.290 3.128 -0.779
O 0.183 1.921 -0.448
O -0.677 4.128 -0.818
C -2.075 3.830 -0.565
H 2.446 2.144 -2.046
H 2.946 2.430 -0.448
H 3.458 3.584 -1.647
H -2.351 2.840 -0.201
H -2.717 4.156 -1.383
H -2.340 4.543 0.215
C 3.512 1.105 -4.917
C 3.111 -0.195 -4.235
O 2.084 0.095 -3.246
C 1.860 -0.710 -2.184
O 1.057 -0.446 -1.297
O 2.698 -1.799 -2.158
C 2.502 -2.857 -1.256
H 4.541 0.920 -5.225
H 3.689 1.863 -4.154
H 2.866 1.516 -5.692
H 3.975 -0.617 -3.722
H 2.838 -0.979 -4.941
H 3.449 -3.046 -0.750
H 2.183 -3.790 -1.721
H 1.905 -2.647 -0.369
C -2.473 0.298 5.835
C -1.809 0.513 4.426
O -1.007 1.669 4.394
C -0.474 2.082 3.270
O -0.732 1.620 2.166
O 0.399 3.043 3.551
C 1.328 3.512 2.638
H -1.855 -0.140 6.619
H -3.104 -0.565 5.628
H -3.100 1.087 6.251
H -2.629 0.464 3.710
H -1.146 -0.303 4.138
H 0.957 3.887 1.684
H 1.996 2.697 2.359
H 1.944 4.307 3.057
*
```



This record from the OMol25 dataset describes one molecule with the formula C9H9NS at a distorted geometry. The level of theory is wB97M-V/def2-TZVPD.

## Properties
Gap between HOMO and LUMO (spin up / spin down)   8.644 / 5.789 eV
M   163.2 g mol⁻¹

ORCA input file:
```
! RIJCOSX wB97M-V def2-TZVPD def2/J DEFGRID3
* xyz 0 1
C 0.709 2.974 0.137
C 1.740 2.212 -0.352
C -0.453 2.353 0.443
C 1.696 0.830 -0.390
C -0.570 1.011 0.185
C 0.526 0.170 -0.149
C -1.827 0.585 0.275
C 0.412 -1.359 -0.084
C -1.084 -3.262 -0.131
N -0.675 -1.998 -0.739
S -3.389 0.485 0.204
H 0.861 4.012 0.382
H 2.730 2.648 -0.710
H -1.329 3.011 0.807
H 2.654 0.361 -0.624
H 1.313 -1.782 -0.388
H 0.157 -1.488 1.022
H -2.076 -3.569 -0.488
H -0.370 -4.110 -0.343
H -1.025 -3.085 0.943
*
```



This record from the OMol25 dataset describes C27H28N4O3ReS4 as an isolated structure. The level of theory is wB97M-V/def2-TZVPD.

## Properties
Gap between HOMO and LUMO (spin up / spin down)   6.270 / 6.370 eV
M   771.0 g mol⁻¹

ORCA input file:
```
! RIJCOSX wB97M-V def2-TZVPD def2/J DEFGRID3
* xyz 2 2
Re 0.018 -0.748 1.550
C -0.572 6.061 3.221
C -0.601 4.698 2.589
C -0.271 4.513 1.252
C -0.303 3.256 0.642
C 0.196 3.104 -0.707
N -0.027 2.058 -1.421
C 0.649 1.599 -2.645
C 0.805 0.087 -2.468
C 1.703 -0.619 -3.497
N 2.771 -1.393 -2.883
C 2.599 -2.334 -1.823
C 1.165 -2.855 -1.728
C 0.694 -3.550 -2.842
C -0.613 -4.016 -2.967
C -1.055 -4.765 -4.191
C -1.499 -3.726 -1.939
C -1.077 -3.032 -0.806
C -2.061 -2.634 0.183
N -1.885 -1.743 1.091
C -3.012 -1.442 1.988
C -2.745 -1.850 3.437
C -1.513 -1.188 4.099
N -1.001 -0.089 3.271
C -1.243 1.129 3.597
C -0.908 2.283 2.782
C -0.918 3.568 3.333
C -0.633 2.128 1.419
O -0.679 0.924 0.841
C 0.269 -2.666 -0.684
O 0.677 -2.111 0.486
H -0.688 6.844 2.474
H 0.377 6.224 3.734
H -1.369 6.169 3.954
H 0.023 5.371 0.657
H 0.831 3.880 -1.128
H -0.624 1.359 -0.987
H 1.606 2.112 -2.727
H 0.034 1.848 -3.511
H -0.193 -0.362 -2.476
H 1.215 -0.077 -1.471
H 2.193 0.121 -4.133
H 1.072 -1.226 -4.156
H 3.553 -1.580 -3.487
H 3.222 -3.208 -2.025
H 1.388 -3.732 -3.656
H -0.220 -5.289 -4.654
H -1.472 -4.082 -4.933
H -1.823 -5.498 -3.948
H -2.536 -4.032 -2.017
H -3.038 -3.112 0.107
H -3.910 -1.951 1.636
H -3.200 -0.368 1.923
H -2.640 -2.934 3.493
H -3.639 -1.593 4.005
H -0.702 -1.907 4.220
H -1.763 -0.810 5.090
H -1.734 1.319 4.550
H -1.170 3.680 4.382
O 3.913 3.530 -1.368
C 3.739 2.498 -0.794
S 3.023 2.401 0.842
C 2.804 0.672 0.834
C 3.296 -0.032 -0.206
S 3.413 -1.780 -0.203
S 4.096 0.897 -1.465
S 1.992 0.001 2.261
*
```



This record from the OMol25 dataset describes a 2-piece molecular cluster, C2H8NS overall at a distorted geometry. The level of theory is wB97M-V/def2-TZVPD.

## Properties
Gap between HOMO and LUMO   6.644 eV
M   78.2 g mol⁻¹

ORCA input file:
```
! RIJCOSX wB97M-V def2-TZVPD def2/J DEFGRID3
* xyz -1 1
N -2.571 -1.205 -1.302
H -3.364 -0.572 -1.100
H -1.956 -0.959 -0.616
H -2.165 -0.907 -2.195
C 0.352 1.779 -0.372
C 1.264 0.952 0.568
S 0.752 -0.881 0.752
H -0.739 1.780 -0.123
H 0.493 1.499 -1.432
H 0.660 2.905 -0.308
H 1.045 1.392 1.546
H 2.300 0.996 0.138
*
```



This record from the OMol25 dataset describes C9H3Cl2F6KNO6S2 as an isolated structure at a distorted geometry. The level of theory is wB97M-V/def2-TZVPD.

## Properties
Gap between HOMO and LUMO   7.676 eV
M   509.2 g mol⁻¹

ORCA input file:
```
! RIJCOSX wB97M-V def2-TZVPD def2/J DEFGRID3
* xyz -1 1
K -0.231 -0.259 1.029
Cl 5.302 5.084 1.312
C 3.883 4.084 1.501
C 2.659 4.686 1.811
C 1.540 3.921 1.965
Cl 0.038 4.708 2.358
C 1.515 2.486 1.825
O 0.471 1.810 1.968
C 2.807 1.920 1.503
C 3.047 0.502 1.308
O 2.254 -0.426 1.351
C 3.951 2.727 1.352
H 2.595 5.759 1.931
H 4.111 0.274 1.091
H 4.894 2.251 1.114
F -0.648 -4.357 -2.459
C -0.240 -3.316 -1.732
F 0.855 -3.678 -1.051
F 0.098 -2.326 -2.565
S -1.575 -2.749 -0.546
O -1.512 -1.304 -0.643
O -1.205 -3.310 0.725
N -2.873 -3.421 -1.038
S -3.827 -3.069 -2.253
O -4.769 -4.141 -2.323
O -3.165 -2.580 -3.423
C -4.803 -1.597 -1.640
F -4.761 -1.494 -0.307
F -6.084 -1.720 -2.007
F -4.330 -0.464 -2.160
*
```